one) {
  "formula": "C18H37CeOP3S",
  "method": "ωB97M-V/def2-TZVPD",
  "elements": ["Ce", "P", "P", "P", "H", "C", "C", "H", "C", "C", "C", "C", "C", "C", "C", "C", "C", "H", "H", "H", "H", "H", "H", "H", "H", "H", "H", "H", "H", "H", "H", "H", "H", "H", "H", "H", "H", "H", "H", "H", "H", "H", "H", "H", "H", "H", "C", "C", "C", "C", "C", "C", "S", "H", "H", "H", "H", "H", "H", "O", "C"],
  "xyz": [[0.57, -1.83, 0.32], [2.21, 0.44, 1.41], [-1.15, -0.62, 2.33], [-1.41, 2.77, -1.97], [2.36, -3.02, -3.58], [1.58, -2.29, -3.35], [2.07, -0.86, -3.22], [2.88, -0.75, -2.50], [3.70, -0.18, 2.30], [1.69, 1.70, 2.65], [3.05, 1.59, 0.24], [-2.77, -1.45, 2.09], [-0.70, -1.26, 4.00], [-1.74, 1.05, 2.81], [-1.95, 4.11, -3.03], [-0.49, 3.32, -0.53], [-2.80, 1.78, -1.41], [0.80, -2.37, -4.12], [2.35, -0.39, -4.17], [4.22, -0.92, 1.68], [3.42, -0.64, 3.25], [4.36, 0.68, 2.48], [1.20, 1.21, 3.51], [0.99, 2.41, 2.20], [2.57, 2.25, 3.01], [3.29, 1.07, -0.69], [3.98, 1.96, 0.71], [2.40, 2.45, 0.01], [-3.46, -1.09, 2.87], [-2.66, -2.54, 2.16], [-3.17, -1.19, 1.10], [-1.47, -0.92, 4.71], [0.28, -0.86, 4.31], [-0.66, -2.35, 3.99], [-2.45, 0.93, 3.64], [-2.24, 1.54, 1.97], [-0.91, 1.69, 3.14], [-2.96, 4.44, -2.75], [-1.95, 3.75, -4.07], [-1.24, 4.95, -2.95], [-0.83, 4.32, -0.24], [0.58, 3.34, -0.76], [-0.65, 2.62, 0.31], [-3.75, 2.26, -1.71], [-2.78, 1.67, -0.31], [-2.76, 0.79, -1.86], [-0.09, -1.32, -1.95], [-1.47, -1.56, -2.08], [-1.99, -2.84, -1.93], [-1.15, -3.94, -1.68], [0.22, -3.83, -1.71], [0.89, -2.52, -1.99], [0.69, 0.16, -2.61], [-0.57, 1.95, -2.76], [-2.10, -0.73, -2.39], [-3.05, -3.01, -2.10], [-1.62, -4.92, -1.53], [0.87, -4.70, -1.76], [1.82, -2.39, -1.32], [2.22, -3.16, 3.40], [1.74, -2.77, 2.42]],
  "mulliken_spin": [1.0186, 0.0056, 0.0002, 0.0001, -0.0002, -0.0032, 0.0007, 0.0006, -0.0006, 0.0001, -0.0010, 0.0002, 0.0003, -0.0005, 0.0000, 0.0001, -0.0004, 0.0002, -0.0003, 0.0001, 0.0002, 0.0000, 0.0002, 0.0001, -0.0001, 0.0004, -0.0001, 0.0000, 0.0000, -0.0001, 0.0001, 0.0000, 0.0001, 0.0003, -0.0001, 0.0001, -0.0001, 0.0000, 0.0000, 0.0000, 0.0000, -0.0002, 0.0004, 0.0000, -0.0001, 0.0000, -0.0257, 0.0093, -0.0149, 0.0014, -0.0110, 0.0102, -0.0038, -0.0001, 0.0008, -0.0007, -0.0003, -0.0003, 0.0074, 0.0024, 0.0036],
  "s_squared": 0.754,
  "molar_mass_da": 534.598,
  "charge": 3,
  "e_homo_ev": [-15.88, -15.86],
  "multiplicity": 2
}

---

two) {
  "formula": "C18H37CeOP3S",
  "method": "ωB97M-V/def2-TZVPD",
  "elements": ["Ce", "P", "P", "P", "H", "C", "C", "H", "C", "C", "C", "C", "C", "C", "C", "C", "C", "H", "H", "H", "H", "H", "H", "H", "H", "H", "H", "H", "H", "H", "H", "H", "H", "H", "H", "H", "H", "H", "H", "H", "H", "H", "H", "H", "H", "H", "C", "C", "C", "C", "C", "C", "S", "H", "H", "H", "H", "H", "H", "O", "C"],
  "xyz": [[0.05, -0.10, 1.65], [-0.76, 1.93, 3.06], [-2.31, -0.66, 0.99], [2.34, 0.88, 1.35], [-0.02, -2.75, -7.82], [1.01, -2.98, -7.53], [1.35, -4.20, -7.07], [0.61, -5.00, -6.97], [-1.18, 3.32, 1.99], [-2.20, 1.66, 4.02], [0.44, 2.51, 4.20], [-2.35, -2.10, -0.05], [-3.47, -1.03, 2.26], [-3.08, 0.62, -0.02], [3.35, 0.02, 0.17], [3.41, 1.05, 2.74], [2.21, 2.57, 0.70], [1.76, -2.19, -7.65], [2.39, -4.44, -6.80], [-1.47, 4.12, 2.67], [-2.01, 3.06, 1.33], [-0.34, 3.64, 1.37], [-2.24, 2.53, 4.68], [-2.13, 0.75, 4.63], [-3.11, 1.61, 3.42], [-0.09, 3.26, 4.80], [1.30, 2.98, 3.72], [0.80, 1.72, 4.86], [-3.39, -2.41, -0.05], [-1.71, -2.91, 0.34], [-2.01, -1.88, -1.07], [-4.42, -0.59, 1.97], [-3.20, -0.68, 3.26], [-3.58, -2.12, 2.30], [-3.91, 0.14, -0.55], [-2.37, 1.04, -0.75], [-3.46, 1.44, 0.60], [4.31, 0.53, 0.19], [2.93, 0.05, -0.84], [3.49, -1.03, 0.47], [4.17, 1.77, 2.44], [3.88, 0.09, 2.96], [2.91, 1.42, 3.65], [3.21, 2.82, 0.33], [1.92, 3.25, 1.51], [1.48, 2.65, -0.11], [0.62, -1.33, -1.65], [0.47, -0.03, -2.18], [0.25, 0.14, -3.55], [0.18, -0.97, -4.40], [0.33, -2.25, -3.87], [0.55, -2.43, -2.51], [0.90, -1.71, 0.02], [-0.26, 1.18, 0.32], [0.54, 0.83, -1.52], [0.14, 1.14, -3.96], [0.01, -0.84, -5.47], [0.28, -3.12, -4.51], [0.67, -3.42, -2.09], [0.49, -2.13, 4.45], [0.33, -1.44, 3.56]],
  "mulliken_spin": [0.0788, 0.0027, -0.0128, -0.0087, 0.0001, 0.0049, 0.0058, -0.0001, -0.0001, 0.0012, -0.0003, 0.0280, 0.0009, -0.0005, 0.0217, 0.0024, 0.0017, -0.0004, 0.0000, 0.0001, -0.0001, 0.0000, 0.0006, -0.0001, 0.0003, -0.0002, 0.0000, 0.0000, 0.0025, -0.0044, 0.0010, -0.0003, 0.0001, 0.0001, -0.0002, 0.0005, 0.0003, 0.0018, -0.0023, -0.0099, 0.0003, 0.0002, -0.0009, 0.0005, -0.0005, 0.0011, 0.2195, 0.0203, 0.0636, 0.1884, 0.0514, 0.0479, 0.2722, 0.0064, 0.0080, 0.0037, 0.0020, 0.0012, -0.0010, 0.0005, 0.0003],
  "s_squared": 0.771,
  "molar_mass_da": 534.598,
  "charge": 3,
  "e_homo_ev": [-15.77, -15.72],
  "multiplicity": 2
}

---

The most stable of them is one).

---

one) {
  "formula": "CH4N2PS",
  "method": "ωB97M-V/def2-TZVPD",
  "elements": ["C", "N", "N", "P", "S", "H", "H", "H", "H"],
  "xyz": [[-0.28, -0.14, -0.27], [-1.56, -0.42, -0.14], [0.31, 0.84, 0.40], [1.95, 1.46, 0.28], [2.98, -1.20, -0.58], [0.42, -0.69, -1.02], [-1.79, -1.36, -0.42], [-1.93, 0.14, 0.60], [-0.11, 1.38, 1.14]],
  "lowdin_charge": [-0.2440, 0.2258, -0.3375, 0.8858, 0.0114, 0.0982, 0.1524, 0.1368, 0.0711],
  "molar_mass_da": 107.098,
  "charge": 1,
  "e_homo_ev": [-12.70, -12.60]
}

---

two) {
  "formula": "CH4N2PS",
  "method": "ωB97M-V/def2-TZVPD",
  "elements": ["C", "N", "N", "P", "S", "H", "H", "H", "H"],
  "xyz": [[-0.57, -0.13, -0.22], [-1.89, -0.25, -0.13], [0.20, 0.62, 0.43], [3.23, 1.01, -0.15], [3.74, -0.79, -0.01], [0.04, -0.54, -1.10], [-2.32, -0.91, -0.79], [-2.21, -0.24, 0.84], [-0.23, 1.23, 1.12]],
  "lowdin_charge": [-0.4202, 0.1107, 0.0149, 0.5624, 0.2998, 0.1345, 0.1243, 0.1215, 0.0521],
  "molar_mass_da": 107.098,
  "charge": 1,
  "e_homo_ev": -13.50
}

---

The most stable of them is two).

---

one) {
  "formula": "C10H12N2",
  "method": "ωB97M-V/def2-TZVPD",
  "elements": ["C", "C", "C", "C", "C", "C", "C", "C", "C", "C", "H", "H", "H", "H", "H", "H", "H", "H", "H", "H", "H", "H", "N", "N"],
  "xyz": [[1.76, -1.17, 1.29], [1.88, -0.89, -0.20], [0.60, -1.46, -0.91], [-0.59, -0.54, -0.74], [-1.97, -1.04, -0.62], [-3.04, -0.39, -0.13], [-2.70, 0.94, 0.45], [-1.53, 1.52, 0.16], [-0.36, 0.76, -0.22], [1.12, 1.30, -0.44], [2.92, -1.23, 1.65], [1.00, -0.47, 1.96], [1.25, -2.25, 1.32], [2.78, -1.38, -0.67], [0.37, -2.52, -0.45], [0.88, -1.51, -2.01], [-2.18, -2.03, -1.04], [-3.93, -0.82, 0.10], [-3.47, 1.41, 1.16], [-1.30, 2.58, 0.33], [2.34, 2.67, -0.38], [0.79, 3.31, 0.27], [1.31, 2.66, -0.55], [2.12, 0.55, -0.34]],
  "lowdin_charge": [-0.1007, -0.4324, -0.1255, -0.1483, -0.0587, -0.0550, -0.0838, -0.0804, -0.0616, -0.4095, 0.1160, 0.1344, 0.0863, 0.1383, 0.1377, 0.1273, 0.1095, 0.0666, 0.1257, 0.0956, 0.0935, 0.1708, 0.0626, 0.0917],
  "molar_mass_da": 160.220,
  "charge": 0,
  "e_homo_ev": -8.77,
  "smiles": "C[C@H]1Cc2ccccc2C(N)=N1"
}

---

two) {
  "formula": "C10H12N2",
  "method": "ωB97M-V/def2-TZVPD",
  "elements": ["C", "C", "C", "C", "C", "C", "C", "C", "C", "C", "H", "H", "H", "H", "H", "H", "H", "H", "H", "H", "H", "H", "N", "N"],
  "xyz": [[-2.37, -0.08, -5.06], [-2.05, -0.14, -3.88], [-1.64, -0.25, -2.49], [-1.07, -1.64, -2.16], [-0.67, -1.74, -0.76], [-0.34, -1.81, 0.40], [1.13, -0.81, 2.38], [0.52, 0.45, 1.93], [1.57, 1.53, 1.72], [1.94, 2.40, 2.85], [-2.71, 0.04, -6.07], [-2.50, -0.05, -1.84], [-0.90, 0.52, -2.26], [-0.21, -1.84, -2.81], [-1.82, -2.41, -2.39], [-0.10, -1.91, 1.40], [-0.02, 0.27, 1.01], [-0.21, 0.76, 2.69], [2.32, 1.29, 0.96], [2.96, 2.79, 2.91], [1.45, 2.23, 3.81], [0.18, 3.02, 1.99], [1.62, -1.80, 2.72], [1.16, 2.93, 1.72]],
  "lowdin_charge": [0.1119, -0.1545, -0.2271, -0.2077, -0.1021, 0.0924, -0.2542, -0.1454, -0.3308, -0.1425, 0.0264, 0.1224, 0.1218, 0.1222, 0.1222, -0.0148, 0.0845, 0.1360, 0.1463, 0.1019, 0.1123, 0.0898, 0.1681, 0.0208],
  "molar_mass_da": 160.220,
  "charge": 0,
  "e_homo_ev": -10.00,
  "smiles": "N#CC[C@@H]1CN1.C#CCCC#C"
}

---

The most stable of them is one).